No. 1
{
  "formula": "CH3Br3OSi",
  "method": "wB97M-V/def2-TZVPD",
  "multiplicity": 1,
  "relative_energy_ev": 4.5870,
  "lumo_energy_ha": [-0.0443, -0.1456],
  "homo_energy_ev": [-10.6, -7.8],
  "gap_ev": [9.38, 3.83],
  "species": ["C", "O", "Si", "Br", "Br", "Br", "H", "H", "H"],
  "coordinates": [[0.75633, 0.85752, 0.13512], [0.39248, -0.51374, 0.03618], [-0.65523, -1.71223, 0.17271], [-1.62489, 3.44568, 0.01474], [-2.02833, -1.81187, -1.56145], [0.66386, -3.42887, 0.82400], [0.62050, 0.93594, 1.14884], [0.08997, 1.32525, -0.48922], [1.78530, 0.90232, -0.28091]],
  "forces_ev_per_angstrom": [[1.6, -3.1, -1.3], [0.2, -1.3, -0.8], [0.2, 0.3, 1.1], [0.0, 0.0, 0.0], [0.1, -0.2, -0.4], [-0.3, 0.0, -0.4], [0.3, 1.9, 2.4], [-1.5, 2.0, -1.2], [-0.6, 0.5, 0.7]]
}

---

No. 2
{
  "formula": "C6H10CuNO4",
  "method": "wB97M-V/def2-TZVPD",
  "multiplicity": 1,
  "lumo_energy_ha": -0.0918,
  "homo_energy_ev": -6.3,
  "gap_ev": 3.77,
  "species": ["C", "C", "O", "O", "C", "N", "C", "C", "C", "O", "O", "H", "H", "H", "H", "H", "H", "H", "H", "H", "H", "Cu"],
  "coordinates": [[2.17512, -1.42691, 0.38147], [1.89589, -0.12650, -0.33622], [1.42585, -0.16611, -1.44237], [2.22925, 0.99584, 0.28656], [1.01409, 1.77240, 0.50403], [-0.06162, 0.93954, 0.85241], [-1.11231, 1.11672, -0.04228], [-1.43714, -0.29870, -0.61835], [-2.13000, -1.25451, 0.33811], [-2.74841, -2.14366, -0.08496], [-2.00841, -1.10932, 1.67076], [1.61253, -2.19963, -0.12732], [1.93160, -1.36559, 1.43835], [3.25126, -1.59527, 0.28216], [1.22104, 2.48021, 1.32083], [0.86167, 2.38223, -0.40821], [-2.03999, 1.55053, 0.38594], [-0.84722, 1.74039, -0.92657], [-2.11928, -0.11532, -1.48703], [-0.48596, -0.71914, -0.98327], [-2.39274, -0.27203, 1.96537], [-0.23522, -0.18514, -2.96943]],
  "forces_ev_per_angstrom": [[0.5, 0.7, -0.2], [0.5, -0.6, 2.3], [-1.2, 0.4, -3.1], [0.9, -0.8, 0.1], [-1.3, 1.2, 1.0], [1.0, 1.1, -0.1], [-0.2, -1.5, -0.5], [-0.7, 1.6, -0.6], [1.3, 1.9, 0.2], [-1.8, -3.1, -1.5], [-0.3, 0.3, 0.5], [0.1, -0.3, 0.1], [-0.1, 0.1, -0.1], [0.0, -0.3, 0.1], [0.9, -0.2, -0.2], [0.0, -0.1, 0.0], [-0.1, 0.0, -0.2], [-0.2, 0.2, 0.0], [-0.2, -0.6, 0.1], [-0.4, -0.2, 0.6], [0.7, 0.2, 0.0], [0.6, 0.1, 1.4]]
}

---

No. 3
{
  "formula": "C5H6OS2",
  "method": "wB97M-V/def2-TZVPD",
  "multiplicity": 1,
  "relative_energy_ev": 1.8453,
  "lumo_energy_ha": -0.0095,
  "homo_energy_ev": -8.7,
  "gap_ev": 8.48,
  "species": ["C", "C", "C", "C", "C", "H", "H", "H", "H", "H", "H", "O", "S", "S"],
  "coordinates": [[-0.87959, 0.63694, 0.38593], [-0.87177, -0.89934, 0.54342], [-0.41413, -1.46499, -0.81690], [0.74350, -0.52244, -1.00723], [0.62540, 0.32225, 0.28945], [-0.72232, 0.96901, 2.65189], [-1.37111, 1.02939, -0.51308], [-1.66196, -1.38237, 1.11729], [-1.14176, -1.38726, -1.62753], [-0.08565, -2.48652, -0.76512], [1.39797, 1.02914, 0.53618], [0.41827, -0.78699, 1.23368], [-1.45023, 1.64411, 1.75568], [1.76387, -0.38848, -2.23300]],
  "forces_ev_per_angstrom": [[-0.2, -0.2, -1.1], [-0.3, -0.2, 0.4], [-0.5, 0.6, 0.2], [-0.1, 1.0, 0.3], [0.2, -0.7, -0.4], [0.0, 0.0, 0.2], [0.2, -0.1, 0.1], [0.2, -0.2, -0.1], [0.0, 0.1, 0.1], [0.1, -0.5, 0.2], [0.3, 0.1, 0.1], [-0.2, 0.3, -0.1], [0.2, -0.3, 0.0], [0.1, 0.0, 0.1]]
}

---

No. 4
{
  "formula": "C14H21CaClN7O4",
  "method": "wB97M-V/def2-TZVPD",
  "multiplicity": 1,
  "total_charge": 1,
  "relative_energy_ev": 0.0000,
  "lumo_energy_ha": -0.0878,
  "homo_energy_ev": -11.0,
  "gap_ev": 8.61,
  "species": ["Ca", "Cl", "O", "O", "O", "O", "C", "C", "N", "H", "H", "H", "C", "C", "N", "H", "H", "H", "C", "C", "N", "H", "H", "H", "C", "C", "N", "H", "H", "H", "C", "C", "N", "H", "H", "H", "C", "C", "N", "H", "H", "H", "C", "C", "N", "H", "H", "H"],
  "coordinates": [[-8.70201, -4.50052, 8.80440], [-10.77323, -4.57962, 11.57647], [-12.08635, -5.08271, 11.34965], [-10.63092, -3.30392, 10.90095], [-10.52061, -4.47864, 12.98332], [-9.75386, -5.42939, 11.00693], [-5.87805, -8.46662, 9.51176], [-6.36396, -7.11279, 9.33232], [-6.70099, -6.02489, 9.20144], [-5.16069, -8.66334, 8.71014], [-6.67626, -9.20155, 9.48106], [-5.29496, -8.57007, 10.42541], [-4.78775, -1.87925, 6.08824], [-5.65212, -2.60317, 7.01840], [-6.35429, -3.13654, 7.74625], [-4.87640, -0.81071, 6.25772], [-4.99612, -2.12539, 5.04642], [-3.75141, -2.20353, 6.19618], [-12.40056, -3.87241, 5.35450], [-11.59368, -4.00943, 6.57054], [-10.94964, -4.11285, 7.50665], [-13.02557, -2.98695, 5.45453], [-13.07424, -4.71967, 5.23697], [-11.73293, -3.83244, 4.49818], [-8.17108, -4.02275, 3.48457], [-8.24247, -4.30278, 4.92625], [-8.30154, -4.49182, 6.05354], [-9.03246, -3.42341, 3.20310], [-8.16213, -4.99346, 2.98923], [-7.25900, -3.49551, 3.21847], [-6.70814, -3.08692, 13.25190], [-7.07639, -3.20798, 11.85422], [-7.34417, -3.27742, 10.74706], [-7.28653, -3.76598, 13.88351], [-6.88445, -2.06876, 13.58512], [-5.69275, -3.45493, 13.40518], [-9.86522, 0.17149, 7.25983], [-9.41050, -1.00935, 7.98223], [-9.08526, -1.94382, 8.54377], [-9.21988, 0.30824, 6.39395], [-9.82899, 1.01303, 7.95035], [-10.89244, 0.04810, 6.92203], [-9.85524, -9.17741, 6.94245], [-9.57978, -7.81471, 7.44452], [-9.36119, -6.76377, 7.83357], [-9.00188, -9.59203, 6.41836], [-10.72329, -9.08237, 6.29194], [-10.13096, -9.79100, 7.79756]],
  "forces_ev_per_angstrom": [[-0.1, 0.8, 0.8], [-0.8, 1.4, 0.9], [0.0, -0.5, -0.3], [0.2, 0.2, 0.0], [0.1, 0.2, -0.1], [1.1, -1.3, -1.3], [0.7, -0.2, -0.3], [0.0, 0.3, 0.3], [-0.3, -0.3, -0.1], [-0.2, -0.1, -0.1], [-0.1, 0.1, 0.0], [-0.3, 0.1, 0.2], [0.4, -0.4, -0.2], [0.2, 0.3, -0.4], [-0.3, -0.3, 0.1], [0.1, 0.0, -0.1], [-0.5, 0.1, 0.1], [0.0, 0.2, 0.4], [-0.1, -0.1, 0.5], [-0.5, -0.1, -0.5], [0.5, -0.1, 0.4], [0.1, 0.1, -0.2], [0.1, -0.1, 0.1], [-0.1, 0.2, -0.1], [0.0, -0.5, 0.5], [0.2, 0.4, -0.3], [-0.1, -0.1, 0.2], [0.0, -0.1, -0.2], [-0.2, 0.2, -0.3], [0.0, 0.1, 0.1], [-0.1, -0.7, 0.4], [0.1, 0.0, 0.5], [-0.3, -0.4, -0.6], [-0.4, 0.2, -0.3], [0.3, 0.0, 0.1], [0.2, 0.6, -0.2], [0.1, -0.1, 0.2], [-0.5, 0.6, -0.4], [0.3, -0.9, 0.1], [0.0, 0.3, 0.1], [0.1, 0.2, -0.2], [0.0, -0.1, 0.1], [-0.4, 0.9, 0.5], [0.1, -0.9, -0.3], [0.1, 0.3, 0.2], [0.0, 0.0, -0.1], [0.1, -0.3, -0.1], [0.1, -0.1, -0.1]]
}

---

No. 5
{
  "formula": "C43H25Cl3IN9O5Tc",
  "method": "wB97M-V/def2-TZVPD",
  "multiplicity": 4,
  "lumo_energy_ha": [-0.0425, -0.0872],
  "homo_energy_ev": [-6.3, -9.0],
  "s_squared": 3.79,
  "gap_ev": [5.16, 6.60],
  "species": ["Tc", "C", "C", "C", "C", "C", "N", "C", "C", "C", "C", "C", "C", "C", "C", "N", "C", "N", "C", "N", "C", "N", "C", "N", "C", "N", "C", "C", "C", "C", "C", "C", "C", "C", "C", "C", "C", "C", "C", "C", "N", "H", "H", "H", "H", "H", "H", "H", "H", "H", "H", "H", "H", "H", "H", "H", "H", "Cl", "C", "Cl", "Cl", "C", "O", "O", "N", "C", "O", "C", "I", "H", "H", "H", "H", "O", "C", "O", "C", "C", "C", "C", "C", "C", "H", "H", "H", "H", "H"],
  "coordinates": [[0.12649, 0.51905, -0.30117], [-1.93220, 2.40052, -6.04959], [-3.09075, 2.73690, -5.34971], [-3.10417, 2.77423, -3.95948], [-1.93101, 2.45040, -3.30908], [-1.59920, 2.38327, -1.87750], [-2.37851, 2.78808, -0.94674], [-1.98717, 2.70638, 0.34147], [-2.66747, 3.41123, 1.39295], [-3.72793, 4.31199, 1.37952], [-4.15192, 4.81116, 2.59645], [-3.53734, 4.42058, 3.79860], [-2.48663, 3.52210, 3.80985], [-2.05891, 3.02336, 2.58431], [-1.03258, 2.08534, 2.22205], [-0.31753, 1.38523, 3.11681], [0.69371, 0.71192, 2.71226], [1.29171, 0.72695, 1.45159], [2.44098, -0.05102, 1.55979], [3.38136, -0.20087, 0.69537], [3.25543, 0.38848, -0.51053], [2.07988, 0.76466, -1.07635], [2.35182, 1.19440, -2.34822], [1.46762, 1.53661, -3.30387], [0.25037, 1.80689, -2.99948], [-0.29503, 1.91718, -1.72838], [-0.78259, 2.11100, -4.00217], [-0.75319, 2.08684, -5.38148], [3.76884, 1.12613, -2.58508], [4.55133, 1.46176, -3.68584], [5.91588, 1.26691, -3.58255], [6.49246, 0.74620, -2.41112], [5.71598, 0.41101, -1.31805], [4.34213, 0.61048, -1.42166], [2.50837, -0.67082, 2.89279], [3.39050, -1.58324, 3.43589], [3.14534, -2.00500, 4.73874], [2.06120, -1.51049, 5.46438], [1.18784, -0.58125, 4.90801], [1.43681, -0.18423, 3.60972], [-0.98838, 1.93063, 0.87041], [-1.95314, 2.38140, -7.13152], [-3.99333, 2.97055, -5.90022], [-3.99282, 3.03242, -3.39762], [-4.19863, 4.59651, 0.44735], [-4.97607, 5.51240, 2.63113], [-3.90069, 4.83034, 4.73242], [-2.01532, 3.20871, 4.73247], [0.15225, 1.82599, -5.91476], [4.09888, 1.85639, -4.58679], [6.55617, 1.51705, -4.41899], [7.56487, 0.60435, -2.36949], [6.15170, 0.00589, -0.41379], [4.22864, -1.95846, 2.86205], [3.80474, -2.73007, 5.19882], [1.89723, -1.85939, 6.47631], [0.33734, -0.19135, 5.45232], [-4.28009, -0.92945, -1.63746], [-4.04993, -0.92287, 0.11832], [-4.28267, -2.56718, 0.73770], [-5.22940, 0.18070, 0.85401], [-2.62171, -0.44698, 0.55800], [-2.37707, -0.44012, 1.74357], [-1.88746, -0.09330, -0.43133], [1.61435, -2.43004, -1.83373], [0.25398, -2.02978, -1.94268], [0.10391, -0.70278, -1.86724], [-0.40741, -2.49533, -3.23182], [-0.34814, -4.59743, -3.56572], [2.08824, -1.94839, -1.07968], [1.72892, -3.43212, -1.75205], [0.11653, -2.02608, -4.05767], [-1.45186, -2.19897, -3.21578], [-0.57442, -2.76606, -0.87748], [-0.32341, -2.49007, 0.36485], [0.18850, -1.42938, 0.74262], [-0.66287, -3.54775, 1.33873], [-1.15683, -4.77542, 0.90636], [-1.44965, -5.75859, 1.83785], [-1.24120, -5.51903, 3.19055], [-0.75209, -4.29102, 3.61872], [-0.46510, -3.30166, 2.69373], [-1.31673, -4.94684, -0.15019], [-1.84079, -6.71264, 1.50769], [-1.46271, -6.29379, 3.91413], [-0.60269, -4.10146, 4.67434], [-0.10553, -2.32985, 3.00907]],
  "forces_ev_per_angstrom": [[-0.4, -0.5, 0.1], [0.0, 0.0, 0.0], [0.0, 0.0, 0.0], [-0.1, 0.0, 0.0], [0.0, 0.0, 0.1], [0.3, 0.0, -0.1], [-0.2, 0.0, 0.2], [0.0, 0.0, 0.1], [0.0, 0.0, -0.1], [0.0, 0.0, 0.0], [0.0, 0.0, 0.0], [0.0, 0.0, 0.0], [0.0, 0.0, 0.1], [0.1, 0.0, 0.1], [0.0, 0.0, -0.1], [-0.1, 0.0, 0.0], [0.1, 0.0, -0.1], [0.0, -0.1, 0.0], [-0.2, 0.1, 0.1], [0.1, -0.1, -0.1], [-0.1, 0.0, 0.0], [0.1, 0.2, 0.0], [0.0, -0.1, 0.0], [0.2, -0.1, -0.1], [-0.2, 0.1, 0.2], [-0.2, 0.0, -0.2], [0.0, 0.0, 0.1], [0.1, 0.0, -0.1], [-0.1, 0.1, -0.1], [0.0, 0.0, -0.1], [0.0, 0.0, 0.0], [0.0, 0.0, 0.0], [0.0, 0.0, 0.0], [0.0, 0.0, 0.1], [0.0, 0.0, -0.1], [0.1, -0.1, 0.0], [0.0, 0.0, 0.0], [0.0, 0.0, 0.0], [0.0, 0.0, 0.1], [-0.1, 0.1, -0.1], [0.1, 0.2, 0.0], [0.0, 0.0, 0.0], [0.0, 0.0, 0.0], [0.0, 0.0, 0.0], [0.0, 0.0, 0.0], [0.0, 0.0, 0.0], [0.0, 0.0, 0.0], [0.0, 0.0, 0.0], [0.0, 0.0, 0.0], [0.0, 0.0, 0.0], [0.0, 0.0, 0.0], [0.0, 0.0, 0.0], [0.0, 0.0, 0.0], [0.0, 0.0, 0.0], [0.0, 0.0, 0.0], [0.0, 0.0, 0.0], [0.0, 0.0, 0.0], [0.0, 0.0, 0.0], [0.0, 0.0, -0.1], [0.0, 0.0, 0.0], [0.0, 0.0, 0.0], [-0.1, 0.2, -0.1], [0.1, -0.1, 0.0], [0.2, -0.1, 0.2], [-0.1, 0.1, 0.1], [0.1, 0.0, 0.0], [0.0, 0.1, 0.1], [0.0, 0.1, 0.0], [0.0, 0.0, 0.0], [0.0, 0.0, 0.0], [0.0, 0.0, -0.1], [0.0, 0.0, 0.0], [0.0, 0.0, 0.0], [0.0, 0.0, 0.0], [-0.1, -0.1, 0.1], [0.2, 0.2, -0.1], [0.0, 0.0, 0.0], [0.0, 0.0, 0.0], [0.0, 0.0, 0.0], [0.0, 0.0, 0.0], [0.0, 0.0, 0.0], [0.0, 0.1, 0.1], [0.0, 0.0, 0.0], [0.0, 0.0, 0.0], [0.0, 0.0, 0.0], [0.0, 0.0, 0.0], [0.0, -0.1, 0.0]]
}